P:
{"formula": "C5H13N3O", "method": "ωB97M-V with the def2-TZVPD basis set", "species": ["C", "C", "C", "O", "H", "H", "H", "H", "H", "H", "C", "N", "C", "N", "N", "H", "H", "H", "H", "H", "H", "H"], "coordinates": [[1.05460, -0.35515, -1.30974], [1.02536, -1.86003, -1.48720], [-2.32266, 0.13499, -0.14810], [-2.44073, -1.05412, 0.12049], [-2.36351, 0.52873, -1.17747], [0.14890, 0.07953, -1.74671], [1.90412, 0.05037, -1.87262], [1.89442, -2.33411, -1.02023], [1.03102, -2.11612, -2.55152], [0.11972, -2.29174, -1.04889], [1.07639, -0.75711, 1.30875], [-2.08431, 1.10036, 0.79977], [1.17371, 0.15703, 0.11458], [-1.69487, 2.38830, 0.40917], [1.34495, 1.43156, 0.29633], [-1.99263, 0.77962, 1.76088], [-0.68571, 2.36924, 0.18940], [-1.79249, 3.02773, 1.20064], [1.44688, 1.63569, 1.29786], [0.82902, -1.78334, 1.04203], [0.29726, -0.38282, 1.97976], [2.03055, -0.74861, 1.84281]], "smiles": "[H]/N=C(\\C)CC.NNC=O", "gap_ev": 10.11}



Q:
{"formula": "C5H13N3O", "method": "ωB97M-V with the def2-TZVPD basis set", "species": ["C", "C", "C", "O", "H", "H", "H", "H", "H", "H", "H", "H", "C", "N", "C", "N", "N", "H", "H", "H", "H", "H"], "coordinates": [[-1.43120, -0.25525, -0.86046], [-0.45170, 1.23739, -0.94021], [-0.93724, 2.15988, 0.06097], [-0.91864, -1.48909, -1.33781], [-1.04959, -1.52558, -2.29226], [-1.84090, -0.38994, 0.14117], [-2.25798, 0.07776, -1.49372], [0.60011, 0.98089, -0.85159], [-0.64396, 1.52289, -1.97342], [-1.92383, 2.57158, -0.13241], [-0.27770, 2.93749, 0.42262], [-0.85064, 1.44772, 1.46733], [1.45997, -1.00048, 0.68961], [1.47535, -2.28331, 0.18884], [0.24201, -0.62416, 1.41821], [2.39539, -0.12652, 0.62022], [0.07827, 0.57350, 1.89092], [0.56782, -2.66350, -0.05070], [2.17382, -2.47562, -0.51295], [3.18473, -0.41684, 0.04855], [0.94417, 1.10326, 1.94984], [-0.53826, -1.36205, 1.54725]], "gap_ev": [7.70, 7.69]}



R:
{"formula": "C5H13N3O", "method": "ωB97M-V with the def2-TZVPD basis set", "species": ["C", "C", "C", "C", "H", "H", "H", "H", "H", "H", "H", "H", "N", "C", "N", "N", "O", "H", "H", "H", "H", "H"], "coordinates": [[1.51345, -1.22777, -1.03897], [1.55153, 0.44084, 0.87911], [1.21804, 0.16525, -0.56169], [0.77036, 1.10390, -1.37728], [1.45113, -1.95689, -0.23420], [0.83313, -1.51709, -1.83199], [2.53163, -1.27360, -1.43664], [2.61171, 0.24635, 1.05276], [1.36249, 1.47442, 1.13299], [1.00288, -0.21617, 1.55371], [0.59277, 2.11365, -1.04811], [0.54758, 0.89756, -2.40956], [-1.53027, -0.67645, -0.18982], [-2.06833, 0.57148, -0.01078], [-1.28761, -1.58502, 0.87781], [-1.67646, 1.25369, 1.11801], [-2.85469, 1.03413, -0.81194], [-1.97275, -1.15674, -0.96996], [-0.29908, -1.80473, 0.91656], [-1.57514, -1.16407, 1.75631], [-0.77373, 1.05577, 1.50980], [-1.94863, 2.22151, 1.12387]], "smiles": "NNC(N)=O.C=C(C)C", "gap_ev": 9.54}



S:
{"formula": "C5H13N3O", "method": "ωB97M-V with the def2-TZVPD basis set", "species": ["C", "C", "C", "C", "N", "O", "H", "H", "H", "H", "H", "H", "H", "H", "H", "N", "C", "N", "H", "H", "H", "H"], "coordinates": [[0.55717, -1.56978, -1.15544], [1.69499, 1.20082, -0.53815], [0.37188, -0.85980, 0.15271], [0.94171, 0.35461, 0.44735], [0.87658, 0.84873, 1.75229], [0.10627, -1.70928, 1.23341], [-0.52730, -2.36753, 0.92470], [1.68064, 1.37714, 2.06227], [0.56405, 0.14780, 2.41199], [0.94748, -0.92041, -1.93270], [-0.41241, -1.93597, -1.50067], [1.21635, -2.43129, -1.04284], [2.68210, 0.77771, -0.72932], [1.17082, 1.26728, -1.48859], [1.81896, 2.20549, -0.13900], [-1.62768, 1.34888, 0.19766], [-2.00179, -0.01496, 0.18956], [-2.61913, -0.63594, -0.74123], [-1.49765, 1.77639, -0.70958], [-1.30548, 1.74816, 1.06840], [-2.47475, -0.22388, -1.66375], [-2.16282, -0.38419, 1.20092]], "smiles": "C/C(N)=C(\\C)O.[H]/N=C\\N", "gap_ev": 8.19}



Most stable pick: R. Distance to second place: 6.4 kcal/mol.



P:
{"formula": "C5H10NO2", "method": "ωB97M-V with the def2-TZVPD basis set", "species": ["C", "O", "C", "C", "C", "C", "N", "O", "H", "H", "H", "H", "H", "H", "H", "H", "H", "H"], "coordinates": [[-1.71540, 0.51291, -0.38536], [-2.92972, 1.10991, -0.20342], [-1.47166, -0.80336, 0.30439], [0.00276, -1.19198, 0.69325], [1.04130, -0.59633, -0.43905], [1.96411, 0.55942, -0.13668], [1.40790, 1.81425, -0.11969], [3.05790, 0.39821, 0.47968], [-1.18557, 0.57763, -1.46513], [-0.89295, 1.11994, 0.00095], [-2.06363, -0.99083, 1.22627], [-1.86328, -1.51694, -0.45561], [0.23651, -2.28963, 0.51710], [0.10401, -1.03488, 1.76782], [1.49989, -1.55574, -0.61394], [0.37412, -0.48560, -1.24402], [1.99855, 2.53316, 0.20296], [0.43515, 1.83986, -0.12950]], "smiles": "NC(=O)CCCC[O-]", "gap_ev": 6.40, "charge": -1}



Q:
{"formula": "C5H10NO2", "method": "ωB97M-V with the def2-TZVPD basis set", "species": ["C", "N", "C", "C", "C", "O", "C", "O", "H", "H", "H", "H", "H", "H", "H", "H", "H", "H"], "coordinates": [[-1.24676, 2.13739, 0.06790], [-0.48112, 1.19338, -0.84065], [0.41231, 0.21538, -0.14553], [-0.31543, -0.94327, 0.60016], [0.51602, -1.94753, 1.34313], [0.07466, -2.64045, 2.20075], [1.36886, -0.53562, -1.26124], [2.25638, -1.16453, -0.65357], [-0.63867, 2.88606, 0.65562], [-1.68404, 1.70157, 0.89765], [-1.88050, 2.65860, -0.63486], [-1.14038, 0.62002, -1.47558], [0.98337, 0.81976, 0.57950], [-0.84238, -0.26034, 1.40498], [-1.16048, -1.34647, -0.06090], [1.57262, -2.11823, 1.19308], [1.60034, 0.09259, -2.17765], [0.60519, -1.36829, -1.69278]], "smiles": "CN[C@H](C[O-])CC=O", "gap_ev": 6.16, "charge": -1}



Most stable pick: P. Distance to second place: 21.5 kcal/mol.



P:
{"formula": "CH3NO", "method": "ωB97M-V with the def2-TZVPD basis set", "species": ["C", "H", "H", "H", "N", "O"], "coordinates": [[1.01959, 0.41872, -0.34276], [-1.64023, -0.62385, 0.76847], [1.47974, -0.34182, -1.02916], [1.79844, 1.16397, -0.11501], [-0.03975, 0.28675, 0.35759], [-0.93466, -0.58973, -0.00885]], "smiles": "C=NO", "gap_ev": 10.58}



Q:
{"formula": "CH3NO", "method": "ωB97M-V with the def2-TZVPD basis set", "species": ["C", "H", "H", "H", "N", "O"], "coordinates": [[-0.86716, 0.14265, -0.00998], [2.04578, -0.49619, 0.18007], [-0.87867, 1.24318, 0.01305], [-1.79112, -0.52777, -0.07200], [0.15393, -0.56810, -0.04758], [1.33725, 0.20623, -0.06356]], "smiles": "C=NO", "gap_ev": 11.38}



Most stable pick: Q. Distance to second place: 8.7 kcal/mol.



P:
{"formula": "C4H15N2O2", "method": "ωB97M-V with the def2-TZVPD basis set", "species": ["N", "C", "C", "C", "O", "C", "N", "H", "H", "H", "H", "H", "H", "H", "H", "H", "H", "H", "H", "H", "H", "H", "O"], "coordinates": [[-3.68630, -0.87988, -1.91965], [1.22732, -1.06685, 0.07419], [1.81163, 0.15558, -0.51206], [3.04214, 0.47642, 0.26770], [3.32786, 1.96612, 0.09271], [-0.26559, -1.29525, 0.09979], [-0.92101, -0.62534, 1.36121], [-3.78766, -0.27408, -1.12437], [-3.54838, -0.53755, -2.81308], [-4.42098, -1.63188, -1.87991], [1.83626, -2.04285, 0.06209], [1.01755, 0.91415, -0.25445], [1.96938, 0.07357, -1.61474], [3.90376, -0.06848, -0.20385], [2.73683, 0.40968, 1.44176], [4.16736, 2.09716, 0.55269], [-0.89779, -0.90004, -0.68386], [-0.37947, -2.30571, 0.21309], [-0.01612, -0.26859, 1.72183], [-1.22311, -1.33164, 1.94341], [-2.29905, 0.57968, 0.62958], [-3.33026, 1.55942, 1.36317], [-3.12414, 1.11442, 0.52954]], "gap_ev": 4.13, "charge": 1}



Q:
{"formula": "C4H15N2O2", "method": "ωB97M-V with the def2-TZVPD basis set", "species": ["N", "C", "C", "O", "C", "N", "C", "H", "H", "H", "H", "H", "H", "H", "H", "H", "H", "H", "H", "H", "H", "H", "O"], "coordinates": [[-0.00561, 0.78892, -1.92725], [0.25438, 0.25162, -0.52203], [1.68538, -0.25888, -0.55602], [1.92457, -1.02458, -1.72567], [-0.06326, 1.25982, 0.57349], [-0.42823, 0.49736, 1.76696], [-1.71781, 0.88654, 2.37490], [-0.89820, 1.27607, -2.00126], [-0.03149, 0.01919, -2.59764], [0.76008, 1.40125, -2.20829], [-0.36216, -0.62005, -0.43437], [1.91729, -0.82238, 0.33785], [2.40665, 0.55810, -0.58983], [1.34809, -1.80460, -1.74992], [0.79614, 1.88500, 0.80122], [-0.89789, 1.89284, 0.26106], [0.26932, 0.58371, 2.49508], [-2.48137, 0.92769, 1.60318], [-1.67234, 1.87856, 2.82005], [-2.04055, 0.10900, 3.04223], [-0.14880, -3.15929, 0.18245], [-0.45196, -3.66287, -1.20190], [-0.16222, -2.86303, -0.74428]], "gap_ev": 9.51, "charge": 1}



R:
{"formula": "C4H15N2O2", "method": "ωB97M-V with the def2-TZVPD basis set", "species": ["C", "C", "C", "N", "C", "N", "H", "H", "H", "H", "H", "H", "H", "H", "H", "H", "H", "H", "H", "O", "H", "H", "O"], "coordinates": [[-2.02989, 0.08185, -1.61135], [-0.67198, 0.63906, -1.03688], [0.45323, 0.00946, -1.99335], [1.15185, -1.23650, -1.41955], [1.63288, -1.22092, -0.19817], [2.25497, -2.22807, 0.40894], [-2.21403, -0.96143, -1.28774], [-2.18273, 0.24368, -2.72880], [-2.82206, 0.51156, -1.08767], [-0.47241, 0.57432, 0.00854], [-0.52107, 1.58193, -1.29424], [1.23588, 0.70975, -2.04390], [0.00925, -0.26292, -2.95331], [1.05598, -2.19665, -1.68316], [1.45378, -0.31141, 0.43702], [2.42760, -2.12294, 1.38760], [2.39724, -3.23719, 0.09389], [0.14238, 1.19442, 2.55148], [1.25595, 0.37676, 3.10029], [0.89761, 0.58116, 2.27012], [-2.57841, 2.28052, 3.02397], [-1.21861, 2.83253, 3.27698], [-1.65740, 2.16102, 2.77928]], "gap_ev": 11.28, "charge": 1}



S:
{"formula": "C4H15N2O2", "method": "ωB97M-V with the def2-TZVPD basis set", "species": ["C", "C", "C", "C", "N", "N", "H", "H", "H", "H", "H", "H", "H", "H", "H", "H", "H", "H", "H", "O", "H", "H", "O"], "coordinates": [[0.90273, -0.25296, 1.62849], [0.35745, -1.10503, 0.42160], [-0.96998, -0.65829, -0.04327], [-1.18347, -0.92872, -1.63827], [-1.85176, -0.79960, 1.16202], [1.64035, 0.88210, 0.99402], [0.03549, 0.23106, 2.15084], [1.47051, -0.60738, 2.50822], [0.24272, -2.20512, 0.53100], [1.20484, -1.00403, -0.23088], [-2.27672, -1.03347, -1.91471], [-0.73672, -0.04353, -2.27116], [-0.89630, 0.43465, -0.18129], [-1.61660, -1.71529, 0.24823], [-2.86800, -0.70852, 1.05044], [1.62868, 1.08804, -0.81780], [2.20138, 1.32290, 1.66114], [-0.44075, 3.20382, -0.08024], [0.52682, 1.85335, 0.61689], [-0.25542, 2.28041, -0.03716], [2.14015, 0.90257, -2.16948], [-0.63933, -1.89175, -1.95268], [1.38391, 0.75479, -1.63594]], "gap_ev": 4.89, "charge": 1}



Most stable pick: Q. Distance to second place: 3.2 kcal/mol.